No. 1
One molecule with the formula C5H8O, computed with wB97M-V/def2-TZVPD.

Positions of all 14 atoms, in Å:
C -0.9385 -0.7548 2.0985
C -0.6595 0.3556 1.3777
C -0.1003 0.3296 0.0173
O 0.3111 1.6219 -0.3187
C 0.1077 -0.7119 -0.7933
C 1.0473 -0.8299 -1.9673
H -0.9548 -1.7228 1.6317
H -1.2643 -0.5004 3.0981
H -1.1058 1.2686 1.7554
H 0.8279 1.4975 -1.1056
H -0.4573 -1.6024 -0.5422
H 1.9119 -1.4424 -1.6911
H 1.4511 0.0893 -2.3913
H 0.4888 -1.3099 -2.7770

Calculated values
- SMILES string: C=C/C(O)=C/C
- Charge: 0
- E: -270.489253 Ha
- HOMO-LUMO gap: 9.16 eV

***

No. 2
C7H16AgF2NO11S2 as an isolated structure, computed with wB97M-V/def2-TZVPD.

Positions of all 40 atoms, in Å:
Ag -4.3199 8.7219 -6.8860
O 0.5627 9.9797 -11.7207
C 0.8567 11.0039 -10.7697
C 0.0458 11.0128 -9.4163
O -0.9543 9.9608 -9.2956
H 0.7026 12.0078 -11.1651
H 1.9192 11.0542 -10.5321
H -0.4426 11.9786 -9.2869
H 0.6963 10.9674 -8.5428
O -5.9709 4.9551 -5.6723
C -6.1851 4.1108 -4.5504
C -5.7290 2.5639 -4.7568
O -5.9552 2.0220 -6.0330
H -7.2446 4.0668 -4.2981
H -5.7175 4.5554 -3.6718
H -6.0684 1.8605 -3.9964
H -4.6528 2.5870 -4.5851
O -8.7825 5.7962 -10.3291
C -8.7257 7.1702 -10.8772
C -7.5861 8.2244 -10.6135
O -6.2996 7.6549 -10.3475
H -9.7188 7.5960 -10.7342
H -8.6778 7.0805 -11.9624
H -7.7605 8.8442 -9.7340
H -7.4832 8.9076 -11.4566
N -5.9209 11.8455 -5.4511
S -7.3987 12.2273 -5.1931
O -7.9722 13.2870 -6.0223
O -7.9909 12.0379 -3.8386
F -8.0476 10.8711 -5.7948
S -5.4246 13.2839 -4.7368
O -5.5075 13.3744 -3.2775
O -5.5196 14.4860 -5.5591
F -3.8625 12.9446 -4.8839
C -2.5925 8.4468 -2.6532
O -2.3646 7.7109 -3.8621
H -1.6647 8.7222 -2.1518
H -3.2481 9.3053 -2.7991
H -3.0186 7.7494 -1.9319
H -2.1577 6.8059 -3.6174

Calculated values
- Charge: -5
- E: -2300.683415 Ha
- Expectation value of S²: 0.784
- 2S+1: 2
- HOMO-LUMO gap (alpha / beta): 2.32 / 2.29 eV

***

No. 3
C2H5HgO3 as an isolated structure, computed with wB97M-V/def2-TZVPD.

Positions of all 11 atoms, in Å:
H -2.6409 2.2672 1.5654
O -1.0141 1.9648 0.4137
O -1.1194 0.6141 0.5816
C -1.7933 2.7090 1.0328
H -1.5985 3.7774 0.9154
Hg -1.6215 -0.1812 2.5608
O -1.9007 0.2931 4.9104
C -1.8089 1.3470 5.7453
H -1.9409 2.3273 5.2083
H -2.6804 1.2403 6.4413
H -0.9042 1.3271 6.3761

Calculated values
- Charge: +1
- E: -457.786670 Ha
- Expectation value of S²: 2.010
- 2S+1: 3
- HOMO-LUMO gap (alpha / beta): 7.15 / 8.16 eV

***

No. 4
C40H37Br2N3PtSb2 as an isolated structure, computed with wB97M-V/def2-TZVPD.

Positions of all 85 atoms, in Å:
Pt 0.0572 -0.0225 0.0016
Br 2.5888 -0.0720 -0.0396
C 2.9140 -2.0153 -0.2175
Br 1.2967 -2.9867 -0.2539
H 3.4935 -2.3059 0.6528
H 3.4462 -2.1534 -1.1531
C -2.5932 4.0104 -0.0423
C -1.4896 4.7462 0.6944
C -0.1476 4.6568 -0.0033
Sb 0.7739 2.7242 -0.2166
C 0.7592 2.6396 -2.3114
C 1.2325 3.7472 -3.0151
C 1.2427 3.7425 -4.4000
C 0.7858 2.6286 -5.0915
C 0.3225 1.5226 -4.3966
C 0.3110 1.5272 -3.0087
C 2.7798 3.1528 0.1579
C 3.7457 2.8412 -0.7930
C 5.0682 3.1798 -0.5503
C 5.4200 3.8105 0.6331
C 4.4558 4.1068 1.5852
C 3.1315 3.7735 1.3542
Sb -2.3280 1.8935 0.1254
C -2.2992 1.8187 2.2231
C -3.3829 2.3915 2.8907
C -3.4275 2.3919 4.2750
C -2.3939 1.8162 5.0016
C -1.3160 1.2469 4.3430
C -1.2672 1.2482 2.9554
C -4.2065 1.0729 -0.2816
C -4.8052 1.3042 -1.5183
C -6.0505 0.7587 -1.7842
C -6.6855 -0.0204 -0.8271
C -6.0869 -0.2507 0.4012
C -4.8406 0.2934 0.6792
H -2.6481 4.2832 -1.0966
H -3.5749 4.1741 0.4060
H -1.4143 4.3843 1.7237
H -1.7661 5.8011 0.7680
H 0.6055 5.2564 0.5080
H -0.2148 4.9914 -1.0393
H 1.6104 4.6205 -2.4932
H 1.6108 4.6043 -4.9383
H 0.7979 2.6231 -6.1714
H -0.0238 0.6521 -4.9347
H -0.0466 0.6473 -2.4722
H 3.4765 2.3610 -1.7247
H 5.8233 2.9559 -1.2902
H 6.4523 4.0744 0.8151
H 4.7348 4.5978 2.5066
H 2.3871 4.0066 2.1069
H -4.2058 2.8358 2.3411
H -4.2688 2.8390 4.7854
H -2.4311 1.8139 6.0812
H -0.5086 0.8042 4.9078
H -0.4025 0.8102 2.4518
H -4.3154 1.9041 -2.2760
H -6.5275 0.9455 -2.7362
H -7.6600 -0.4404 -1.0362
H -6.5889 -0.8511 1.1470
H -4.3836 0.1171 1.6425
N -5.8753 -4.0748 -1.0773
C -6.9120 -4.8555 -0.6011
C -7.9835 -5.4804 -1.2395
C -8.8400 -6.1919 -0.4295
C -8.6471 -6.2852 0.9661
C -7.5893 -5.6669 1.5857
C -6.7059 -4.9376 0.7794
N -5.5734 -4.2288 1.1335
C -5.1153 -3.7410 0.0099
C -3.9254 -2.8964 -0.0450
C -3.4648 -2.2904 -1.2102
C -2.3884 -1.4349 -1.1452
N -1.7369 -1.1709 0.0017
C -2.1568 -1.7881 1.1269
C -3.2308 -2.6438 1.1396
H -5.7146 -3.8288 -2.0373
H -8.1375 -5.4170 -2.3065
H -9.6859 -6.6976 -0.8730
H -9.3500 -6.8598 1.5513
H -7.4328 -5.7356 2.6519
H -3.9457 -2.4372 -2.1660
H -2.0236 -0.9271 -2.0289
H -1.6063 -1.5601 2.0288
H -3.5562 -3.1087 2.0580

Calculated values
- Charge: +2
- E: -7457.978928 Ha
- HOMO-LUMO gap: 4.89 eV